# 1
The following is a quantum chemistry calculation of a 2-piece molecular cluster, C2H5NO3 overall at a distorted geometry, from the Open Molecules 2025 dataset.

Summary:
SMILES: NC=O.O=CO
HOMO level in eV: -10.15
Multiplicity: 1
Kohn-Sham gap in Ha: 0.400
M in g mol⁻¹: 91.07

Geometry as XYZ:
```
11
C2H5NO3 (wB97M-V/def2-TZVPD)
C -0.133 -0.120 1.385
N -0.795 0.970 1.800
O -0.601 -0.960 0.639
H 0.926 -0.145 1.694
H -1.679 1.201 1.381
H -0.343 1.566 2.468
O -0.265 0.596 -1.992
C 0.589 -0.240 -2.175
O 0.619 -1.456 -1.652
H 1.454 0.003 -2.808
H 0.229 -1.414 -0.739
```

Here is what Mulliken gives for the atomic charges, in e: atom 1 (C): 0.215, atom 2 (N): -0.329, atom 3 (O): -0.679, atom 4 (H): 0.318, atom 5 (H): 0.241, atom 6 (H): 0.221, atom 7 (O): -0.484, atom 8 (C): 0.155, atom 9 (O): -0.441, atom 10 (H): 0.334, atom 11 (H): 0.449

=====

# 2
The following is a quantum chemistry calculation of one molecule with the formula C2H5NO3 at a distorted geometry, from the Open Molecules 2025 dataset.

Summary:
SMILES: COC(=O)NO
HOMO level in eV: -10.17
Multiplicity: 1
Kohn-Sham gap in Ha: 0.403
M in g mol⁻¹: 91.07

Geometry as XYZ:
```
11
C2H5NO3 (wB97M-V/def2-TZVPD)
C 1.683 0.027 -0.438
C -0.263 -0.456 0.340
H 1.825 -0.266 0.691
H 2.323 0.940 -0.686
H 1.968 -0.748 -1.232
H -2.055 -0.869 0.907
H -2.192 1.678 0.033
N -1.595 -0.051 0.530
O 0.328 0.352 -0.554
O 0.174 -1.453 0.791
O -2.195 0.848 -0.382
```

Here is what Mulliken gives for the atomic charges, in e: atom 1 (C): -0.575, atom 2 (C): 0.577, atom 3 (H): 0.304, atom 4 (H): 0.212, atom 5 (H): 0.217, atom 6 (H): 0.284, atom 7 (H): 0.335, atom 8 (N): -0.161, atom 9 (O): -0.287, atom 10 (O): -0.529, atom 11 (O): -0.378

=====

# 3
The following is a quantum chemistry calculation of C2H5NO3 as an isolated structure at a distorted geometry, from the Open Molecules 2025 dataset.

Summary:
HOMO level in eV: -9.70
Multiplicity: 1
Kohn-Sham gap in Ha: 0.384
M in g mol⁻¹: 91.07

Geometry as XYZ:
```
11
C2H5NO3 (wB97M-V/def2-TZVPD)
C -0.292 -0.538 1.016
C -0.152 0.269 -0.238
N -0.715 -0.108 -1.411
O 1.363 -0.678 0.038
O -0.292 0.089 2.077
O -0.036 1.567 -0.019
H -0.101 1.640 0.969
H 1.998 -0.096 0.479
H -0.600 -1.585 0.925
H -0.604 -1.082 -1.649
H -0.569 0.524 -2.187
```

Here is what Mulliken gives for the atomic charges, in e: atom 1 (C): 0.232, atom 2 (C): 0.518, atom 3 (N): -0.477, atom 4 (O): -0.605, atom 5 (O): -0.638, atom 6 (O): -0.561, atom 7 (H): 0.392, atom 8 (H): 0.303, atom 9 (H): 0.336, atom 10 (H): 0.255, atom 11 (H): 0.245

=====

# 4
The following is a quantum chemistry calculation of a 2-piece molecular cluster, C2H5NO3 overall at a distorted geometry, from the Open Molecules 2025 dataset.

Summary:
HOMO level (spin up / spin down) in eV: -16.99 / -14.88
Net charge: +1
Multiplicity: 2
Kohn-Sham gap (spin up / spin down) in Ha: 0.422 / 0.170
M in g mol⁻¹: 91.07

Geometry as XYZ:
```
11
C2H5NO3 (wB97M-V/def2-TZVPD)
O 1.227 -0.444 -0.218
C 1.193 0.759 -0.131
N 0.075 1.487 0.166
C -1.184 0.909 0.191
O -1.386 -0.197 -0.207
H 2.029 1.356 -0.534
H 0.199 2.464 0.400
H -1.965 1.555 0.632
H 0.348 -2.782 -0.798
H -0.425 -2.139 0.447
O -0.111 -2.969 0.051
```

Here is what Mulliken gives for the atomic charges, in e: atom 1 (O): -0.221, atom 2 (C): 0.157, atom 3 (N): -0.055, atom 4 (C): 0.133, atom 5 (O): -0.327, atom 6 (H): 0.368, atom 7 (H): 0.254, atom 8 (H): 0.392, atom 9 (H): 0.373, atom 10 (H): 0.365, atom 11 (O): -0.438